{"formula": "C4H9NO2", "method": "ωB97M-V with the def2-TZVPD basis set", "elements": ["C", "C", "N", "C", "H", "H", "H", "H", "H", "C", "O", "O", "H", "H", "H", "H"], "xyz": [[1.99586, 1.89065, -0.13179], [1.46961, 0.75513, -0.59341], [1.28311, -0.34416, 0.22755], [0.78531, -1.42413, -0.29781], [2.33064, 1.96135, 0.89023], [2.06917, 2.77180, -0.74667], [1.10512, 0.69522, -1.62155], [0.73431, -1.57868, -1.37920], [0.82758, -2.32203, 0.30813], [-1.56559, 0.37466, 0.85417], [-1.28294, -0.78319, -0.15060], [-2.44761, -1.55492, -0.54714], [-1.78841, -0.05094, 1.83284], [-0.70322, 1.03264, 0.90951], [-2.40735, 0.91407, 0.42113], [-2.40560, -2.33748, 0.02462]], "forces_ev_per_a": [[-0.2, -0.2, -0.1], [-0.2, 0.7, -0.3], [-0.4, -1.9, -0.2], [2.9, 1.3, 0.4], [0.0, 0.0, 0.2], [0.1, 0.0, -0.2], [0.1, 0.0, 0.0], [-0.5, 0.2, 0.0], [-0.6, 0.0, 0.2], [-0.8, -1.7, -1.4], [-0.8, 1.1, 1.1], [0.0, 0.9, 0.5], [-0.1, 0.0, -0.2], [0.2, -0.5, -0.3], [0.0, -0.1, 0.2], [0.2, 0.2, 0.1]], "e_above_lowest_kcal_mol": 149.8, "lumo_ev": 0.7, "total_charge": 0, "homo_lumo_gap_ev": 9.4282, "e_tot_ha": -362.846855, "smiles": "C=CN=C.COO"}



{"formula": "C3H8OS2", "method": "ωB97M-V with the def2-TZVPD basis set", "elements": ["C", "C", "C", "O", "S", "S", "H", "H", "H", "H", "H", "H", "H", "H"], "xyz": [[-0.82902, 1.25741, -0.54162], [0.08157, -0.12769, 1.39812], [0.25277, 0.58481, 0.20422], [-0.21036, -1.45121, -1.17416], [3.02494, -0.20700, 0.68693], [1.77196, 0.71746, -0.47161], [-1.32187, 0.59779, -1.18007], [-1.65442, 1.52455, 0.21611], [-0.47421, 2.12289, -1.13430], [-0.64958, -0.93358, 1.08087], [-0.38979, 0.33882, 2.23384], [0.97573, -0.53483, 1.78542], [-0.96405, -1.66935, -1.88391], [0.38633, -2.22009, -1.21982]], "forces_ev_per_a": [[-1.0, 1.7, 2.0], [-2.4, -2.3, 0.9], [2.3, 2.3, -2.1], [-2.5, -1.8, -2.9], [1.0, -0.3, -0.1], [-1.1, 0.3, 0.6], [-0.6, -1.2, -1.2], [1.3, 0.2, -1.1], [-0.3, -0.4, 0.5], [0.8, 0.4, 0.7], [-0.6, 1.0, 0.3], [0.9, -0.7, 0.1], [2.6, 0.6, 2.4], [-0.3, 0.4, 0.0]], "e_above_lowest_kcal_mol": 33.3, "lumo_ev": [-0.1, -0.1], "total_charge": 0, "homo_lumo_gap_ev": [7.5555, 7.5577], "e_tot_ha": -990.657613}



{"formula": "C19H15Cl2N5PdSe", "method": "ωB97M-V with the def2-TZVPD basis set", "elements": ["Pd", "Cl", "C", "Cl", "H", "H", "Se", "N", "C", "C", "C", "C", "C", "C", "N", "H", "H", "H", "H", "N", "C", "C", "C", "C", "C", "C", "N", "C", "C", "C", "C", "N", "C", "C", "H", "H", "H", "H", "H", "H", "H", "H", "H"], "xyz": [[0.78184, -4.01446, -0.04723], [3.06852, -4.83404, -0.14015], [3.02205, -5.48299, 1.54471], [1.43406, -5.08108, 2.23581], [3.79895, -5.00430, 2.12848], [3.13687, -6.55951, 1.50502], [-2.17371, -4.73715, -1.52626], [-1.17403, -3.82092, -0.31637], [-1.92669, -2.86554, 0.23398], [-1.53273, -1.92912, 1.23011], [-2.45235, -1.02611, 1.65226], [-3.79325, -0.98550, 1.13186], [-4.21500, -1.87247, 0.20761], [-3.28072, -2.84807, -0.27166], [-3.56882, -3.75607, -1.18426], [-0.53662, -1.96076, 1.64877], [-2.17954, -0.31373, 2.42042], [-4.47339, -0.23107, 1.50287], [-5.22444, -1.86961, -0.17984], [1.49124, 2.90608, 0.32607], [1.13026, 4.17786, -0.04852], [1.38586, 5.43272, 0.51383], [0.85139, 6.50831, -0.14606], [0.07286, 6.36130, -1.32261], [-0.18411, 5.13131, -1.86254], [0.35112, 4.01272, -1.20459], [0.24165, 2.68008, -1.51391], [0.92851, 2.05152, -0.59167], [1.03901, 0.61250, -0.57665], [1.83506, -0.10217, 0.33201], [1.85081, -1.47276, 0.28347], [1.14511, -2.15850, -0.63660], [0.37983, -1.48800, -1.52481], [0.31510, -0.12394, -1.52826], [2.05162, 2.67275, 1.12630], [1.95817, 5.55559, 1.42329], [1.03238, 7.50236, 0.24072], [-0.32209, 7.24714, -1.80085], [-0.76118, 5.01176, -2.76917], [2.45609, 0.39390, 1.06461], [2.46897, -2.04223, 0.96408], [-0.15244, -2.07763, -2.25758], [-0.27621, 0.39983, -2.26664]], "forces_ev_per_a": [[0.2, -0.2, -0.6], [0.1, 0.1, 0.3], [-0.1, 0.0, 0.1], [0.1, -0.5, 0.3], [0.0, 0.1, 0.0], [0.0, 0.0, -0.1], [0.1, -0.1, -0.1], [0.0, 0.7, 0.4], [-0.1, -0.1, 0.1], [0.0, -0.1, -0.1], [-0.2, 0.0, 0.0], [0.1, 0.1, 0.1], [0.0, -0.1, -0.1], [0.0, 0.0, 0.0], [0.0, 0.1, 0.0], [0.0, 0.0, 0.0], [0.0, 0.0, 0.0], [0.0, 0.0, 0.0], [0.0, 0.0, 0.0], [0.0, 0.0, 0.0], [0.0, 0.0, 0.1], [0.0, -0.2, 0.1], [-0.1, 0.1, -0.1], [0.1, 0.1, 0.1], [0.0, -0.1, -0.1], [0.0, -0.1, -0.1], [-0.1, 0.2, 0.0], [0.0, 0.0, 0.1], [0.0, 0.1, 0.0], [0.0, 0.0, -0.1], [0.1, 0.2, -0.1], [-0.5, 0.0, 0.1], [0.1, -0.1, -0.2], [0.1, 0.1, -0.1], [0.0, 0.0, 0.0], [0.1, 0.0, 0.0], [0.0, 0.0, 0.0], [0.0, 0.0, 0.0], [0.0, 0.0, 0.0], [0.0, 0.0, 0.0], [-0.1, 0.0, 0.1], [0.0, 0.0, 0.1], [0.0, 0.0, 0.0]], "e_above_lowest_kcal_mol": 8.9, "lumo_ev": -8.9, "total_charge": 2, "homo_lumo_gap_ev": 4.3175, "e_tot_ha": -4455.910070}



{"formula": "C3H7N4O", "method": "ωB97M-V with the def2-TZVPD basis set", "elements": ["N", "N", "C", "C", "N", "C", "N", "O", "H", "H", "H", "H", "H", "H", "H"], "xyz": [[-0.57935, -0.88696, -1.28392], [-1.20908, 0.22316, -1.49757], [-1.39673, 1.12924, -0.59266], [-0.99771, 1.21477, 0.76007], [-0.13192, 0.34189, 1.26519], [0.91480, -0.19554, 0.71147], [1.19990, -1.47468, 0.76144], [1.89732, 0.53895, 0.02453], [-0.65785, -1.38253, -2.16165], [-0.95374, -1.42080, -0.47184], [-1.77269, 2.14951, -0.82040], [-1.24233, 1.97735, 1.43628], [0.97327, -2.09382, 1.46977], [2.21739, -1.58594, 0.55612], [1.73873, 1.46541, -0.15683]], "forces_ev_per_a": [[-1.4, -1.8, 0.2], [0.1, 3.1, -0.3], [-1.0, 2.3, 0.2], [2.7, -3.6, 0.4], [-0.3, 1.3, -0.6], [0.8, 2.3, -0.8], [4.0, 0.5, -1.4], [-1.5, -2.6, 1.2], [0.3, -0.8, 0.2], [0.9, 0.2, -0.5], [-0.4, -1.2, -1.0], [-1.1, 1.1, 0.6], [-1.4, -0.9, 1.8], [-1.1, -0.2, -0.2], [-0.6, 0.4, 0.3]], "e_above_lowest_kcal_mol": 66.9, "lumo_ev": [-5.8, -5.8], "total_charge": 1, "homo_lumo_gap_ev": [8.3400, 8.3408], "e_tot_ha": -412.440509, "smiles": "N/N=C\\C=N/C(=[NH2+])O"}